Entry 1:
Computed, not measured: a cluster of 6 separate species, C15H39FN6O13SSi in total at a distorted geometry, with wB97M-V/def2-TZVPD.

XYZ file:
```
76
Properties=species:S:1:pos:R:3:forces:R:3
C 3.963 -0.415 -0.980 -0.160 -0.487 -0.216
C 3.812 0.305 -2.449 0.217 -0.001 -0.097
C 5.078 1.309 -2.802 -1.088 0.190 0.099
C 4.397 2.737 -3.342 1.251 -0.171 0.622
C 3.836 3.565 -2.002 2.621 0.349 -1.189
N 2.325 3.574 -1.933 0.352 1.515 1.389
C 1.796 3.496 -0.518 -0.575 -0.326 2.072
C 0.411 2.594 -0.364 -0.382 0.366 0.988
O -0.601 2.871 -1.395 0.136 -2.143 0.936
Si -1.733 1.513 -1.540 -0.316 0.382 -0.039
C -2.979 1.886 -3.009 0.732 0.655 -0.054
C -2.754 1.320 0.124 -0.171 -0.047 1.292
C -0.863 -0.161 -2.033 -0.056 -0.509 0.250
S 1.608 4.868 -2.860 -1.968 -0.409 -8.561
O 2.601 5.703 -3.703 -2.650 -2.370 4.543
O 0.642 4.173 -3.898 3.182 2.565 5.028
F 0.585 5.921 -1.936 2.364 -2.074 -1.013
H 5.096 -0.444 -0.639 -2.372 0.036 -0.674
H 3.315 0.132 -0.167 1.393 -0.919 -1.566
H 3.560 -1.524 -1.037 0.880 2.241 0.179
H 2.798 0.934 -2.453 2.228 -1.423 -0.136
H 3.777 -0.492 -3.319 -0.188 1.519 1.894
H 5.837 0.850 -3.583 -1.758 0.900 1.490
H 5.683 1.456 -1.803 -1.106 0.088 -1.998
H 5.263 3.350 -3.838 -1.793 -0.910 0.919
H 3.565 2.560 -4.149 1.533 0.267 1.731
H 4.363 3.035 -1.082 -1.834 1.077 -1.661
H 4.321 4.655 -2.043 -1.367 -2.245 0.103
H 2.593 2.954 0.187 -1.727 1.206 -1.971
H 1.683 4.587 -0.047 -0.070 -2.399 -1.083
H -0.067 2.897 0.684 1.196 -0.615 -2.037
H 0.618 1.434 -0.286 0.006 2.496 -0.335
H -3.465 2.918 -2.744 0.528 -2.055 -0.746
H -2.301 2.042 -3.966 -1.625 -0.395 1.745
H -3.753 1.003 -3.128 1.486 1.969 0.175
H -3.380 0.313 0.128 1.199 2.206 -0.103
H -3.461 2.253 0.322 1.360 -1.984 -0.563
H -2.042 1.251 1.070 -1.400 0.080 -2.007
H 0.099 -0.381 -1.378 -1.937 0.257 -1.621
H -0.653 -0.103 -3.183 -0.034 -0.243 2.184
H -1.666 -1.012 -1.844 1.696 1.638 -0.368
C 1.626 0.400 3.755 -0.226 -0.266 0.092
N 1.216 0.813 2.386 -0.704 -0.110 -0.618
O 0.121 0.409 1.977 1.835 0.780 0.388
O 2.004 1.532 1.761 -0.906 -0.957 0.725
H 0.842 -0.227 4.185 0.249 0.283 -0.318
H 2.560 -0.159 3.664 -0.122 0.195 -0.025
H 1.763 1.307 4.347 0.045 -0.167 -0.187
C -2.443 -4.077 0.328 -0.323 -0.060 -0.106
N -1.785 -2.845 0.842 0.349 0.819 0.241
O -2.494 -1.842 0.984 1.237 -1.261 -0.043
O -0.575 -2.920 1.087 -1.643 0.333 -0.259
H -3.501 -3.867 0.156 0.350 0.034 0.055
H -1.948 -4.350 -0.606 0.000 0.025 0.237
H -2.322 -4.855 1.084 0.111 0.117 -0.212
C 1.575 -0.153 8.444 0.186 -0.180 0.262
N 1.287 -0.185 6.984 -0.174 -0.073 -0.880
O 1.816 -1.085 6.322 -0.818 1.317 0.754
O 0.538 0.696 6.545 1.060 -1.324 0.576
H 2.243 -0.981 8.690 -0.185 0.190 -0.199
H 2.050 0.805 8.665 -0.227 -0.115 -0.050
H 0.624 -0.257 8.970 0.152 0.166 -0.135
C -5.172 -6.099 3.886 0.033 -0.117 0.336
N -4.441 -6.033 2.592 0.426 0.052 -0.923
O -3.307 -6.523 2.557 -1.489 0.732 -0.189
O -5.027 -5.490 1.648 1.005 -0.860 1.319
H -4.541 -6.599 4.624 -0.077 0.122 -0.298
H -5.389 -5.074 4.196 -0.069 -0.188 -0.164
H -6.090 -6.665 3.718 0.118 0.231 -0.035
C -3.351 -1.800 -4.839 0.225 0.295 -0.011
N -3.895 -2.774 -3.854 -0.442 -0.744 0.639
O -3.524 -2.660 -2.681 -0.642 -0.384 -1.472
O -4.680 -3.626 -4.288 1.175 1.209 0.834
H -2.678 -1.113 -4.321 -0.193 -0.224 -0.019
H -2.811 -2.368 -5.600 -0.234 0.067 0.086
H -4.196 -1.260 -5.270 0.134 -0.212 0.000
```
Forces are in eV/Å.

Its orbital gap is 8.7 eV. The calculation puts the HOMO energy at -0.344 Ha. The value obtained for the LUMO energy is -0.63 eV. Its SMILES is CCCCCN(CCO[Si](C)(C)C)S(=O)(=O)F.C[N+](=O)[O-].C[N+](=O)[O-].C[N+](=O)[O-].C[N+](=O)[O-].C[N+](=O)[O-]. As for the calculated total energy: -2688.4421 Ha. Its multiplicity is 1. The value obtained for the molar mass is 590.7 g/mol.

---

Entry 2:
Computed, not measured: a structure of composition C15H39N7PtSSi2Te, with wB97M-V/def2-TZVPD.

XYZ file:
```
66
Properties=species:S:1:pos:R:3:forces:R:3
Pt -4.258 4.391 1.634 -0.227 0.191 0.067
C -3.567 8.733 4.904 -0.002 -0.001 -0.002
N -3.817 7.296 4.732 0.002 0.007 0.007
C -3.958 6.471 5.934 0.006 -0.002 0.001
C -3.885 6.719 3.536 0.023 0.003 -0.020
N -3.912 5.427 3.343 0.006 -0.022 0.029
N -3.949 7.578 2.446 -0.003 -0.008 0.008
C -3.837 7.266 1.120 -0.001 -0.024 0.000
N -3.703 8.304 0.289 -0.017 0.014 -0.003
N -3.877 6.038 0.675 -0.014 -0.005 -0.019
H -3.209 8.898 5.914 -0.007 -0.001 0.001
H -4.479 9.320 4.770 0.001 0.002 -0.003
H -2.783 9.078 4.230 0.002 -0.002 0.001
H -4.178 7.121 6.774 0.003 0.000 0.000
H -3.039 5.922 6.151 0.000 -0.002 -0.002
H -4.793 5.779 5.824 0.000 0.000 0.000
H -3.766 4.889 4.185 0.025 0.004 0.001
H -4.112 8.550 2.657 -0.007 -0.002 -0.003
H -3.492 9.230 0.621 0.014 -0.006 -0.001
H -3.736 8.177 -0.709 0.004 -0.002 0.000
H -3.700 5.927 -0.314 -0.005 0.004 -0.003
C 9.744 -12.432 2.679 -0.020 -0.005 0.003
Si 8.021 -12.995 2.854 0.071 -0.156 0.032
C 7.300 -13.156 4.518 0.005 0.005 -0.011
C 7.094 -13.577 1.399 0.008 -0.002 0.004
C 4.484 -5.279 1.064 0.048 0.124 0.093
Te 4.047 -3.407 0.984 0.088 -0.065 -0.089
C 5.614 -2.704 -0.232 -0.017 -0.021 0.015
Si 6.570 -1.221 0.560 0.004 -0.006 0.012
C 8.039 -0.939 -0.533 -0.005 0.023 -0.001
C 5.373 0.207 0.582 -0.010 -0.008 0.002
C 7.040 -1.738 2.289 0.009 -0.006 0.003
H 10.381 -13.303 2.890 0.010 0.007 -0.003
H 10.005 -11.670 3.415 0.004 -0.003 0.001
H 9.980 -12.090 1.672 0.000 -0.002 0.000
H 7.667 -14.107 4.929 -0.007 0.001 0.007
H 6.212 -13.202 4.508 0.001 -0.003 -0.001
H 7.644 -12.372 5.195 0.003 -0.002 -0.001
H 7.309 -14.652 1.304 -0.006 0.000 -0.007
H 7.421 -13.105 0.473 0.002 0.000 0.002
H 6.015 -13.481 1.522 0.001 -0.001 0.003
H 3.885 -5.951 1.667 -0.031 0.004 -0.024
H 5.353 -5.679 0.555 -0.032 -0.018 -0.040
H 5.146 -2.409 -1.174 0.015 0.018 0.001
H 6.266 -3.559 -0.418 -0.008 -0.008 0.003
H 7.743 -0.730 -1.563 0.002 -0.002 0.000
H 8.708 -1.802 -0.538 -0.001 -0.001 -0.005
H 8.614 -0.082 -0.176 -0.001 -0.001 0.005
H 5.103 0.517 -0.429 -0.008 -0.005 0.000
H 5.828 1.067 1.077 0.003 0.001 -0.004
H 4.452 -0.021 1.127 0.004 0.007 0.007
H 7.729 -2.585 2.287 -0.010 -0.009 -0.002
H 6.183 -2.000 2.918 -0.005 0.015 -0.006
H 7.548 -0.913 2.792 0.013 -0.005 -0.005
S -4.646 2.905 -0.025 0.058 -0.080 -0.064
C -6.362 2.843 -0.301 0.007 0.056 0.008
N -7.301 3.601 0.237 -0.015 -0.002 -0.002
C -8.641 3.280 -0.285 0.002 -0.003 0.006
C -8.355 2.065 -1.197 0.009 -0.002 0.010
N -6.887 1.971 -1.140 0.004 0.006 -0.006
H -7.100 4.330 0.900 -0.002 0.002 -0.002
H -9.043 4.127 -0.837 0.003 0.001 -0.002
H -9.317 3.034 0.530 -0.004 0.003 -0.002
H -8.684 2.228 -2.220 -0.001 -0.002 0.001
H -8.804 1.148 -0.820 0.001 -0.001 0.001
H -6.341 1.298 -1.652 0.006 -0.002 -0.001
```
Forces are in eV/Å.

Its orbital gap is 7.7 eV. The calculation puts the HOMO energy at -0.634 Ha. The value obtained for the energy above the lowest of the compared OMol25 structures with the same formula, charge and spin is 0.00 kJ/mol. The value obtained for the LUMO energy is -9.56 eV. As for the calculated total energy: -2341.5404 Ha. Its multiplicity is 1. As for the charge: +4. The value obtained for the molar mass is 728.4 g/mol.